The following is a quantum chemistry calculation of a gas-phase ion, C6H13N (charge -1), from OMol25.

Summary:
Charge ... -1
<S²> ... 0.750
Spin multiplicity ... 2
Kohn-Sham gap (alpha / beta) ... 2.6 / 9.3 eV
Largest force on an atom ... 0.02503 hartree/bohr
Energy relative to the best compared isomer or geometry (same formula, charge and spin) ... 57.10 kJ/mol

Geometry (Å):
C (1.644, 0.054, 1.869)
C (0.447, 0.410, 0.954)
C (0.309, -0.684, -0.136)
C (-0.959, -0.657, -0.943)
C (-1.952, -1.492, -0.674)
C (-0.958, 0.299, -2.098)
N (0.456, 1.752, 0.388)
H (2.433, 0.811, 1.802)
H (2.175, -0.842, 1.536)
H (1.350, 0.002, 2.920)
H (-0.415, 0.204, 1.588)
H (0.320, -1.588, 0.443)
H (1.189, -0.664, -0.768)
H (-1.789, -2.134, 0.187)
H (-2.864, -1.592, -1.246)
H (-1.816, 0.164, -2.762)
H (-1.040, 1.324, -1.733)
H (-0.033, 0.164, -2.660)
H (0.088, 2.413, 1.070)
H (1.415, 2.056, 0.262)

Forces on the atoms, in the same order (eV/Å):
0.5 0.6 -0.5
0.4 -1.2 -0.1
-0.4 0.7 0.5
0.3 0.3 -0.6
0.3 -0.3 0.5
-0.6 0.1 -0.1
-0.3 0.3 0.3
-0.2 0.2 0.1
-0.3 -0.3 0.2
0.1 -0.2 0.0
-0.4 0.8 -0.1
0.2 -0.8 0.1
0.2 0.0 -0.2
-0.4 -0.2 -0.1
0.0 0.2 0.0
0.0 -0.3 0.0
0.4 0.0 0.0
0.0 0.3 -0.1
-0.1 0.0 0.1
0.1 -0.1 -0.2

***

The following is a quantum chemistry calculation of a molecular structure, C22H35Br3F7NO2Si2, from OMol25.

Summary:
Spin multiplicity ... 1
Kohn-Sham gap ... 9.0 eV
Largest force on an atom ... 0.08306 hartree/bohr

Geometry (Å):
C (2.161, 3.117, 2.771)
O (2.426, 2.425, 1.549)
C (1.893, 3.136, 0.416)
C (1.071, 2.187, -0.528)
C (2.058, 1.036, -1.076)
C (3.571, 1.412, -1.103)
O (4.259, 0.366, -1.847)
Si (5.100, -0.701, -0.826)
C (3.955, -1.571, 0.451)
C (6.532, 0.139, 0.122)
C (5.907, -2.121, -1.832)
N (0.024, 1.399, 0.132)
C (-1.129, 2.038, 0.670)
F (-2.075, 2.522, -0.240)
F (-0.894, 3.065, 1.580)
C (-1.889, 0.923, 1.535)
C (-3.364, 0.628, 1.086)
Si (-3.515, -0.625, -0.370)
C (-5.369, -1.097, -0.458)
C (-3.037, 0.157, -2.047)
C (-2.512, -2.211, -0.094)
C (-1.150, -2.307, -0.620)
C (-0.365, -3.515, -0.464)
C (-0.910, -4.676, 0.228)
C (-2.253, -4.597, 0.761)
C (-3.022, -3.383, 0.596)
C (0.607, 2.936, -1.866)
F (-0.418, 2.255, -2.488)
F (1.621, 2.918, -2.828)
C (0.300, 4.471, -1.702)
F (-0.478, 4.810, -0.659)
F (-0.388, 4.854, -2.840)
F (1.427, 5.246, -1.708)
H (1.134, 2.858, 3.147)
H (2.874, 2.719, 3.544)
H (2.328, 4.220, 2.720)
H (1.257, 3.950, 0.864)
H (2.690, 3.709, -0.134)
H (1.689, 0.615, -2.050)
H (1.971, 0.172, -0.359)
H (4.022, 1.394, -0.072)
H (3.750, 2.396, -1.604)
H (3.132, -2.066, -0.126)
H (3.523, -0.781, 1.117)
H (4.517, -2.345, 1.035)
H (7.192, -0.640, 0.585)
H (7.119, 0.832, -0.531)
H (6.084, 0.758, 0.940)
H (6.795, -2.515, -1.266)
H (6.294, -1.763, -2.822)
H (5.179, -2.947, -2.011)
H (-0.274, 0.673, -0.521)
H (-1.293, -0.029, 1.513)
H (-1.914, 1.229, 2.615)
H (-3.847, 0.078, 1.948)
H (-4.006, 1.531, 0.933)
H (-6.017, -0.209, -0.251)
H (-5.576, -1.928, 0.269)
H (-5.573, -1.538, -1.470)
H (-3.405, -0.498, -2.882)
H (-1.915, 0.116, -2.117)
H (-3.423, 1.199, -2.122)
H (-0.655, -1.478, -1.170)
H (0.657, -3.629, -0.878)
H (-0.346, -5.626, 0.337)
H (-2.747, -5.448, 1.282)
H (-4.053, -3.329, 1.003)
C (-7.553, -3.418, 2.524)
Br (-6.480, -2.113, 3.465)
Br (-8.392, -2.659, 0.957)
Br (-6.538, -5.006, 2.094)
H (-8.348, -3.721, 3.196)

Forces on the atoms, in the same order (eV/Å):
0.1 -0.7 1.2
-0.1 0.7 -0.7
-0.8 1.0 1.0
1.7 -1.1 -1.4
-0.1 -0.4 1.0
0.0 -0.6 -0.5
0.3 -0.2 1.1
0.8 -1.1 -0.1
-0.1 0.6 -0.5
-0.5 0.5 0.1
0.1 0.3 -0.4
0.1 2.4 -0.5
-2.6 -2.2 2.6
1.4 0.3 0.2
0.6 -0.4 -1.6
-0.4 0.0 0.1
0.1 -0.8 0.5
-1.2 0.5 -0.2
0.3 -0.6 0.0
0.6 -0.7 0.1
1.8 -1.6 0.0
-0.2 -1.7 0.8
-1.5 -0.6 0.8
-1.4 1.6 -0.2
0.4 1.4 -0.8
1.1 0.2 -0.5
0.8 -0.3 -0.2
0.7 1.0 1.1
-0.7 0.2 1.2
-1.2 1.3 -2.1
0.9 -0.5 -0.6
0.6 -0.4 1.2
-1.0 -1.2 0.6
0.8 0.6 -0.5
-0.5 0.3 -0.8
-0.3 -0.8 -0.2
0.2 -0.8 -0.8
-0.5 -1.0 0.3
0.6 0.7 0.7
0.0 0.9 -0.5
-0.8 0.6 -0.7
0.0 -0.9 0.4
0.5 0.3 0.6
0.2 -0.9 -0.3
-0.5 0.8 -0.4
-0.5 0.7 -0.4
-0.3 -0.7 0.5
0.5 -0.4 -0.5
-0.9 0.3 -0.4
-0.4 -0.3 0.8
0.6 0.5 0.1
-0.1 0.0 0.4
-0.5 0.9 -0.1
0.3 0.1 -1.1
0.4 0.5 -0.7
0.7 -0.6 0.0
0.4 -0.9 -0.2
0.0 1.0 -0.5
0.0 0.6 0.8
0.2 0.7 0.7
-1.0 0.5 -0.2
0.4 -0.8 -0.1
-0.6 -0.6 0.4
-0.8 0.4 0.2
-0.3 0.9 -0.2
0.7 0.7 -0.5
0.8 -0.2 -0.3
-0.1 0.0 0.0
-0.1 -0.2 -0.2
0.0 -0.1 0.2
-0.1 0.2 0.0
0.1 0.0 -0.1

***

The following is a quantum chemistry calculation of 2 unconnected molecules or ions with the total composition C3H9NO2S, from OMol25.

Summary:
Spin multiplicity ... 1
Kohn-Sham gap ... 10.1 eV
SMILES ... N[C@H](C=O)CS.O
Largest force on an atom ... 0.01942 hartree/bohr
Energy relative to the best compared isomer or geometry (same formula, charge and spin) ... 173.94 kJ/mol

Geometry (Å):
N (1.444, 1.499, 0.103)
C (0.210, 0.908, 0.629)
C (0.071, -0.407, -0.081)
O (0.223, -1.484, 0.397)
C (-1.066, 1.727, 0.369)
S (-2.545, 0.999, 1.114)
H (1.695, 2.338, 0.614)
H (1.242, 1.784, -0.852)
H (0.288, 0.680, 1.689)
H (-0.234, -0.310, -1.153)
H (-0.899, 2.653, 0.914)
H (-1.250, 1.931, -0.685)
H (-2.683, -0.014, 0.247)
O (1.311, -4.463, -1.174)
H (1.798, -3.635, -1.099)
H (0.395, -4.207, -1.030)

Forces on the atoms, in the same order (eV/Å):
-0.5 0.1 -0.1
-0.2 -0.2 -0.2
-0.3 0.3 -0.7
0.2 -0.9 0.4
0.4 0.0 0.7
-0.2 0.0 0.0
0.0 0.0 0.0
0.3 0.1 0.0
0.2 0.2 0.1
0.1 0.0 0.0
-0.3 0.3 -0.2
0.2 0.1 0.0
0.0 0.0 0.0
0.0 0.0 -0.1
0.0 0.0 0.1
0.0 0.0 0.1